(one)
10
Properties=species:S:1:pos:R:3:nbo_charge:R:1 method="wB97M-V/def2-TZVPD" multiplicity=1 e_homo_ev=-9.3
C 1.90707 -0.39482 -0.01562 -0.20
C -1.48394 0.32743 0.08465 0.27
H 2.46275 -1.40126 0.19420 0.22
H 2.23142 0.70961 0.09213 0.15
H 0.26686 1.53175 -0.07565 0.36
H -2.02731 1.25967 0.46308 0.16
H -1.63049 -1.54330 -0.32055 0.35
N 0.60913 -0.41156 -0.05772 -0.23
N -0.08691 0.67232 -0.28627 -0.44
N -2.24859 -0.74984 -0.07824 -0.63


(two)
10
Properties=species:S:1:pos:R:3:nbo_charge:R:1 method="wB97M-V/def2-TZVPD" multiplicity=1 e_homo_ev=-9.2
C -0.33741 1.43112 -0.92614 -0.11
C 0.18197 -0.84911 1.00576 -0.13
N -1.14067 0.58469 -0.47424 -0.24
N -1.12648 -1.44746 0.85647 -0.44
N -0.91201 -0.00308 0.74338 -0.14
H -0.54602 1.96036 -1.89608 0.18
H 0.55708 1.81126 -0.53288 0.16
H 0.56673 -0.84323 2.07792 0.19
H 1.16088 -0.83115 0.33776 0.19
H -1.19743 -1.98046 -0.12988 0.34


(three)
10
Properties=species:S:1:pos:R:3:nbo_charge:R:1 method="wB97M-V/def2-TZVPD" multiplicity=1 e_homo_ev=-9.8
C -0.77325 0.63775 0.87077 0.29
C 0.00672 -0.95319 -0.89037 0.29
H 0.27284 1.87141 1.76018 0.32
H -1.76854 0.13376 0.70217 0.15
H 1.12362 0.41924 0.12468 0.38
H -1.02009 -1.34103 -0.90703 0.17
H 1.80056 -0.90588 -1.75595 0.33
N -0.71492 1.58930 1.67150 -0.64
N 0.22523 -0.11709 0.23064 -0.64
N 0.84783 -1.33427 -1.80657 -0.66


Most stable = (three)


(one)
14
Properties=species:S:1:pos:R:3:nbo_charge:R:1 method="wB97M-V/def2-TZVPD" multiplicity=1 e_homo_ev=-9.0
C 0.25796 1.94075 1.13084 -0.07
C 0.21218 1.30459 -0.06896 -0.13
C 0.00984 -0.02103 1.75338 0.26
C 0.23708 -1.29811 -0.38172 0.12
C -0.31885 -1.06163 -1.73412 -0.68
N 0.07834 1.16683 2.24618 -0.44
N 0.04508 -0.18966 0.37127 -0.44
S 0.53378 -2.68534 0.41967 -0.02
H 0.58123 3.00754 1.29645 0.22
H 0.17478 1.65159 -1.12553 0.24
H -0.28251 -0.90371 2.29862 0.21
H -0.34156 -1.96733 -2.34364 0.25
H 0.14450 -0.34510 -2.32541 0.23
H -1.33186 -0.59940 -1.53702 0.24


(two)
14
Properties=species:S:1:pos:R:3:nbo_charge:R:1 method="wB97M-V/def2-TZVPD" multiplicity=1 e_homo_ev=-9.3
C -2.06305 -1.40051 -0.06228 -0.05
C -2.91014 -0.38305 0.19679 -0.46
C -0.60859 0.17485 -0.07251 0.19
C 2.13418 0.58995 -0.74233 -0.26
C 2.02410 0.53478 0.70502 -0.27
N -0.72800 -1.08584 -0.21231 -0.47
N 0.94221 1.04044 -0.10121 -0.40
S -2.02450 1.06683 0.27901 0.45
H -2.31202 -2.45253 -0.31303 0.22
H -3.90854 -0.35309 0.31289 0.23
H 2.66009 1.46587 -1.21494 0.20
H 2.40029 -0.25317 -1.49661 0.22
H 1.99300 -0.26923 1.34141 0.21
H 2.40096 1.32469 1.38011 0.19


(three)
14
Properties=species:S:1:pos:R:3:nbo_charge:R:1 method="wB97M-V/def2-TZVPD" multiplicity=1 e_homo_ev=-8.6
C 0.54245 -0.95576 -1.26930 -0.26
C 0.32334 -1.78171 -0.19491 -0.37
C -0.01822 0.30843 -0.95793 -0.27
C -0.69777 0.36741 0.21223 -0.19
C -1.60239 1.50140 0.56008 -0.63
N 3.18308 0.00108 1.02393 -0.01
N 2.49615 -0.82286 1.28855 0.00
S -0.74330 -1.15905 1.05602 0.40
H 1.26744 -1.11152 -1.97953 0.22
H 0.62600 -2.81123 -0.12171 0.22
H -1.70018 2.12787 -0.27239 0.22
H -2.70439 1.08258 0.71649 0.22
H -1.20905 2.08352 1.47867 0.22
H 0.23683 1.16983 -1.54020 0.22


(four)
14
Properties=species:S:1:pos:R:3:nbo_charge:R:1 method="wB97M-V/def2-TZVPD" multiplicity=1 e_homo_ev=-7.7
C -1.56922 0.94674 -0.23873 -0.56
C -0.20766 -0.98860 0.12833 0.42
C 1.85473 -0.29882 -0.12896 0.00
C 1.12643 0.82852 -0.03517 -0.27
C -0.24138 0.46076 0.48319 -0.33
H -1.99363 1.77498 0.32694 0.23
H -1.48294 1.22310 -1.30741 0.22
H 1.28301 -2.36987 -0.31816 0.42
H 2.92031 -0.37975 -0.35058 0.22
H 1.46230 1.83218 -0.15381 0.22
H -0.33771 0.55944 1.55852 0.24
N -1.30190 -1.63825 -0.07900 -0.59
N 1.07019 -1.45604 0.09046 -0.60
S -2.58254 -0.49439 0.02438 0.38


Most stable = (three)